[1]
The following is a quantum chemistry calculation of an isolated molecule of CH3NO2, from OMol25.

XYZ file:
```
7
Properties=species:S:1:pos:R:3:forces:R:3
C -0.264 0.079 -0.333 1.040 -1.117 -0.669
N -1.262 0.793 0.313 -2.240 1.817 -0.406
O -2.971 2.041 -0.409 -1.331 0.984 0.670
O -1.994 1.340 -0.725 1.972 -1.476 0.559
H -0.167 -0.873 0.217 -0.437 -0.263 -0.848
H 0.707 0.485 -0.090 0.496 0.745 -0.178
H -0.447 0.091 -1.436 0.501 -0.690 0.872
```
Forces are in eV/Å.

Results
Lowest unoccupied orbital energy (alpha / beta) in eV: -0.572 / -0.623
HOMO energy (alpha / beta) in eV: -10.84 / -10.15
Total charge: 0
Kohn-Sham gap (alpha / beta) in eV: 10.266 / 9.525

---

[2]
The following is a quantum chemistry calculation of an isolated molecule of CH3NO2, from OMol25.

XYZ file:
```
7
Properties=species:S:1:pos:R:3:forces:R:3
C -0.209 -0.004 -0.031 -3.260 -2.359 2.242
N -1.937 0.018 0.023 6.189 1.548 -1.371
O -2.417 0.987 -0.474 -1.936 0.361 0.016
O -2.338 -0.992 0.467 -2.149 -1.212 0.671
H -0.102 -0.831 -0.739 0.515 0.726 -0.138
H -0.164 -0.457 0.989 0.776 0.483 -0.836
H 0.300 0.934 -0.096 -0.136 0.452 -0.584
```
Forces are in eV/Å.

Results
Lowest unoccupied orbital energy in eV: 0.793
HOMO energy in eV: -10.54
Total charge: 0
Structure (SMILES): C[N+](=O)[O-]
Kohn-Sham gap in eV: 11.334

---

[3]
The following is a quantum chemistry calculation of a cluster of 2 separate species, CH3NO2 in total, from OMol25.

XYZ file:
```
7
Properties=species:S:1:pos:R:3:forces:R:3
C -2.501 -0.514 0.052 3.123 1.869 0.288
N -1.492 0.045 0.164 -1.661 -0.982 -0.053
H -3.429 -0.935 -0.083 -1.509 -0.852 -0.180
O 2.561 0.561 -0.250 1.848 -0.276 -0.034
O 1.532 -0.360 -0.022 -0.941 -0.127 2.352
H 2.049 1.177 -0.725 -0.435 1.697 -1.209
H 1.282 0.025 0.864 -0.425 -1.329 -1.164
```
Forces are in eV/Å.

Results
Lowest unoccupied orbital energy in eV: 0.963
HOMO energy in eV: -10.71
Total charge: 0
Structure (SMILES): C#N.OO
Kohn-Sham gap in eV: 11.669

---

[4]
The following is a quantum chemistry calculation of the ion CH3NO2 with charge +1, from OMol25.

XYZ file:
```
7
Properties=species:S:1:pos:R:3:forces:R:3
N -0.695 -0.440 -0.316 0.674 -1.479 0.476
C 0.572 0.047 0.126 -0.665 1.843 -0.290
O 0.715 1.317 0.256 0.420 -0.389 0.410
O 1.433 -0.774 0.325 -0.245 -0.672 -0.185
H -1.305 -0.765 0.448 -0.005 0.323 -0.115
H -0.607 -1.202 -1.004 -0.046 0.296 -0.076
H -0.113 1.817 0.165 -0.133 0.077 -0.219
```
Forces are in eV/Å.

Results
Lowest unoccupied orbital energy (alpha / beta) in eV: -4.977 / -10.276
Expectation value of S²: 0.76
HOMO energy (alpha / beta) in eV: -19.24 / -18.60
Total charge: +1
Kohn-Sham gap (alpha / beta) in eV: 14.264 / 8.328
Spin multiplicity: 2

---

[5]
The following is a quantum chemistry calculation of the ion CH3NO2P with charge -1, from OMol25.

XYZ file:
```
8
Properties=species:S:1:pos:R:3:forces:R:3
O 1.420 1.000 0.904 0.368 0.663 1.054
C 1.270 0.368 -0.121 -0.732 -0.769 -1.424
O 2.462 -0.142 -0.681 1.236 -0.048 0.160
N 0.177 0.054 -0.779 2.239 -1.119 -0.767
P -1.323 0.583 -0.583 -1.390 -1.188 1.606
H 2.482 -0.491 -1.588 -1.209 0.347 0.653
H -1.476 1.210 -1.762 -0.507 1.178 -1.756
H -1.213 1.765 0.138 -0.005 0.937 0.475
```
Forces are in eV/Å.

Results
Lowest unoccupied orbital energy in eV: 4.238
HOMO energy in eV: -3.05
Total charge: -1
Structure (SMILES): [O-]/C(O)=N\P
Kohn-Sham gap in eV: 7.292

---

[6]
The following is a quantum chemistry calculation of an isolated molecule of CH3NO2P2, from OMol25.

XYZ file:
```
9
Properties=species:S:1:pos:R:3:forces:R:3
O 3.275 -1.041 -0.098 0.701 -0.958 -0.094
P 2.707 0.248 0.252 -1.227 0.877 -0.282
N 1.030 0.094 -0.273 0.261 -0.478 -0.229
C 0.160 1.050 -0.055 -0.023 0.518 0.437
P -1.586 0.926 -0.128 0.355 -0.297 0.001
O -1.941 -0.705 -0.066 0.136 -0.018 -0.100
H 0.773 -0.836 -0.644 0.005 0.185 0.295
H -1.554 1.150 1.263 -0.049 0.230 0.161
H -2.864 -0.886 -0.251 -0.161 -0.058 -0.188
```
Forces are in eV/Å.

Results
Lowest unoccupied orbital energy in eV: -0.854
HOMO energy in eV: -8.66
Total charge: 0
Structure (SMILES): O=PNC#[PH]O
Kohn-Sham gap in eV: 7.801

---

[7]
The following is a quantum chemistry calculation of a cluster of 2 separate species, CH3NO2S in total, from OMol25.

XYZ file:
```
8
Properties=species:S:1:pos:R:3:forces:R:3
C -1.267 -0.888 0.060 3.067 0.893 -1.859
N 1.583 2.047 -0.534 0.369 0.692 0.405
O 2.112 2.540 0.358 -0.284 -0.207 -0.540
O 1.257 -0.150 0.298 -0.246 -0.847 -0.394
S 0.468 -1.038 -0.636 -0.072 0.364 0.689
H -1.479 0.103 -0.322 -1.130 -0.179 -0.047
H -0.959 -0.835 1.053 -0.340 -0.141 1.963
H -1.715 -1.779 -0.277 -1.364 -0.575 -0.217
```
Forces are in eV/Å.

Results
Lowest unoccupied orbital energy (alpha / beta) in eV: 0.805 / -1.180
HOMO energy (alpha / beta) in eV: -9.03 / -7.99
Total charge: 0
Kohn-Sham gap (alpha / beta) in eV: 9.839 / 6.808

---

[8]
The following is a quantum chemistry calculation of an isolated molecule of CH3NO2S, from OMol25.

XYZ file:
```
8
Properties=species:S:1:pos:R:3:forces:R:3
C 1.070 0.575 -0.678 1.417 0.889 -1.344
N -1.160 -0.405 0.706 4.191 0.540 1.419
O 2.237 0.492 -0.376 -2.216 -0.188 -0.421
O -0.968 2.102 -0.042 -0.564 0.213 -0.085
S -0.248 1.062 0.690 0.838 -1.374 -0.646
H 0.752 0.715 -1.882 0.132 -0.473 2.876
H -1.383 -0.703 1.628 -0.039 -0.068 0.856
H -1.939 -0.274 0.206 -3.758 0.461 -2.655
```
Forces are in eV/Å.

Results
Lowest unoccupied orbital energy in eV: 0.217
HOMO energy in eV: -9.26
Total charge: 0
Kohn-Sham gap in eV: 9.482

---

In the order shown, the computed molecular weight values come out to 61.040; 61.040; 61.040; 61.040; 92.014; 122.988; 93.107; 93.107 u.
In the order shown, the computed energy relative to the best compared isomer or geometry (same formula, charge and spin) values come out to 172.2; 109.2; 114.9; 0.0; 12.1; 32.2; 82.9; 40.5 kcal per mole.